No. 1
Computed, not measured: a single C6H10 molecule, with the ωB97M-V functional and the def2-TZVPD basis.

ORCA input file:
```
! RIJCOSX wB97M-V def2-TZVPD def2/J DEFGRID3
* xyz 0 1
C -0.77 0.24 -1.36
C -0.83 0.07 0.16
C -0.75 -1.40 0.56
C 0.25 0.92 0.86
C 1.62 0.67 0.37
C 2.73 0.49 -0.05
H -1.60 -0.30 -1.84
H 0.17 -0.17 -1.75
H -0.83 1.29 -1.66
H -1.79 0.47 0.51
H -0.84 -1.52 1.64
H -1.55 -1.97 0.08
H 0.21 -1.83 0.25
H 0.03 1.98 0.72
H 0.22 0.73 1.94
H 3.72 0.34 -0.42
*
```

Results
frontier orbital gap: 11.01 eV
E: -6382.5072 eV
E_HOMO: -9.93 eV

No. 2
Computed, not measured: a molecular structure, C13H12O5PY in a non-equilibrium geometry, with the ωB97M-V functional and the def2-TZVPD basis.

ORCA input file:
```
! RIJCOSX wB97M-V def2-TZVPD def2/J DEFGRID3
* xyz 2 1
O -0.28 2.36 -5.08
C -0.80 1.79 -4.22
Y -0.86 -0.09 -2.33
O -0.49 3.43 -1.70
C -0.59 2.28 -1.66
C -0.17 -0.72 -4.46
O -0.66 -1.77 -3.99
C 1.35 0.45 -3.06
O 2.31 0.98 -3.46
C -3.04 0.78 -3.09
O -4.03 1.25 -3.46
H -0.08 -0.53 -5.52
C -0.93 -1.36 -0.17
P 0.19 0.28 0.41
C 2.05 0.59 0.31
C 0.21 -0.30 2.13
C 1.24 -1.08 2.73
C 1.25 -1.28 4.12
C 0.22 -0.75 4.91
C -0.85 -0.08 4.31
C -0.86 0.14 2.94
H -0.69 -1.91 -1.13
H -2.01 -1.10 -0.07
H -0.69 -2.06 0.64
H 2.40 0.63 1.36
H 2.52 -0.22 -0.26
H 2.31 1.53 -0.20
H 2.04 -1.55 2.13
H 2.07 -1.82 4.59
H 0.25 -0.81 5.99
H -1.68 0.33 4.88
H -1.70 0.61 2.43
*
```

Results
frontier orbital gap: 5.89 eV
E: -34224.4947 eV
E_HOMO: -15.07 eV

No. 3
Computed, not measured: a molecular structure, C28H35HfN5P2S in a non-equilibrium geometry, with the ωB97M-V functional and the def2-TZVPD basis.

ORCA input file:
```
! RIJCOSX wB97M-V def2-TZVPD def2/J DEFGRID3
* xyz 2 1
Hf -1.45 1.05 0.07
C 1.96 4.65 -0.69
C 1.56 3.49 -1.17
C 2.18 2.12 -0.93
C 1.82 1.37 0.38
C 2.12 2.03 1.71
C 2.75 3.19 1.88
C 3.76 3.80 0.98
C 3.26 4.89 -0.01
C -3.52 1.65 0.46
H 1.46 5.56 -1.05
H 0.69 3.47 -1.84
H 3.26 2.13 -1.17
H 1.71 1.49 -1.70
H 0.68 1.26 0.35
H 2.22 0.35 0.31
H 1.50 1.60 2.52
H 2.62 3.75 2.83
H 4.32 3.03 0.42
H 4.50 4.28 1.63
H 3.24 5.85 0.51
H 4.03 4.93 -0.79
H -3.44 2.71 0.75
H -4.05 1.12 1.26
H -4.16 1.63 -0.45
P -1.33 -0.82 1.61
P -0.71 -0.41 -1.87
N -0.30 -1.50 3.02
N -2.78 -1.84 2.03
N 1.05 -1.03 -2.17
N -1.13 -0.98 -3.54
C -0.56 -1.97 0.39
C -1.23 -1.95 -0.99
C -0.16 -0.92 4.28
C 0.81 -1.65 5.00
C 1.26 -2.71 4.16
C 0.52 -2.62 2.99
C -4.09 -1.41 2.26
C -4.88 -2.52 2.56
C -4.04 -3.67 2.50
C -2.76 -3.23 2.16
C 1.95 -0.35 -2.99
C 3.13 -1.10 -3.12
C 2.90 -2.33 -2.43
C 1.64 -2.26 -1.85
C -0.73 -2.18 -4.16
C -1.44 -2.35 -5.34
C -2.35 -1.25 -5.44
C -2.15 -0.44 -4.33
H -0.57 -3.01 0.71
H 0.51 -1.69 0.31
H -0.95 -2.85 -1.57
H -2.33 -1.95 -0.94
H -0.78 -0.08 4.53
H 1.13 -1.46 6.01
H 2.01 -3.45 4.36
H 0.51 -3.30 2.15
H -4.34 -0.37 2.18
H -5.93 -2.50 2.80
H -4.33 -4.69 2.71
H -1.85 -3.79 2.00
H 1.69 0.60 -3.40
H 4.02 -0.81 -3.66
H 3.58 -3.18 -2.39
H 1.10 -2.99 -1.26
H 0.03 -2.80 -3.71
H -1.31 -3.17 -6.04
H -3.07 -1.10 -6.23
H -2.63 0.46 -3.99
S -0.43 5.31 2.19
C -0.74 3.99 1.41
N -0.92 2.94 0.81
*
```

Results
frontier orbital gap: 4.94 eV
E: -67751.6532 eV
E_HOMO: -13.84 eV

No. 4
Computed, not measured: a single C17H26N4O3 molecule, with the ωB97M-V functional and the def2-TZVPD basis.

ORCA input file:
```
! RIJCOSX wB97M-V def2-TZVPD def2/J DEFGRID3
* xyz 0 1
C -2.52 -1.20 3.15
N -2.93 -1.25 1.76
C -4.38 -1.24 1.67
C -4.85 -1.38 0.23
C -4.27 -0.27 -0.63
C -2.75 -0.25 -0.47
C -2.36 -0.15 1.00
C -0.83 -0.19 1.05
O -0.23 -1.24 0.98
N -0.16 1.01 1.10
C 1.27 0.94 0.83
C 1.56 0.73 -0.66
C 3.05 0.65 -0.87
O 3.77 1.63 -0.78
N 3.54 -0.60 -1.10
C 4.96 -0.85 -1.26
C 5.30 -1.36 -2.62
N 5.85 -2.48 -2.93
C 5.95 -2.45 -4.31
C 5.43 -1.30 -4.76
O 5.00 -0.58 -3.68
C -0.81 2.28 0.92
C -1.57 2.90 2.06
C -0.25 3.47 1.65
H -1.44 -1.29 3.23
H -2.84 -0.27 3.65
H -2.97 -2.04 3.69
H -4.76 -2.06 2.27
H -4.80 -0.31 2.09
H -4.53 -2.36 -0.16
H -5.94 -1.37 0.20
H -4.54 -0.40 -1.68
H -4.68 0.69 -0.31
H -2.32 -1.17 -0.87
H -2.32 0.59 -1.03
H -2.72 0.81 1.40
H 1.74 1.86 1.16
H 1.68 0.11 1.40
H 1.05 -0.17 -1.00
H 1.19 1.59 -1.23
H 2.90 -1.37 -1.12
H 5.46 0.09 -1.08
H 5.31 -1.59 -0.54
H 6.38 -3.27 -4.87
H 5.29 -0.85 -5.73
H -1.20 2.48 -0.07
H -2.48 3.45 1.83
H -1.60 2.33 2.98
H 0.58 3.29 2.32
H -0.22 4.41 1.13
*
```

Results
frontier orbital gap: 9.46 eV
E: -30153.6689 eV
E_HOMO: -8.68 eV

Calculated values (eV) of lowest unoccupied orbital energy for the records, taken in order: 1.08, -9.18, -8.90, 0.77.